Molecular formula: C31H33ClFeN2O2Si2
Method: DFT, the ωB97M-V functional and the def2-TZVPD basis

Structure (XYZ):
```
72
Properties=species:S:1:pos:R:3:forces:R:3
C 4.990579 -0.017568 1.954953 1.3282 0.0507 -1.2411
C 4.476620 -0.844808 0.904846 0.7598 0.2478 0.2397
C 4.025396 0.012156 -0.161693 0.3151 0.0592 0.2054
H 4.473189 -1.937668 0.932495 -0.0150 0.4791 -0.1578
C 4.269992 1.383310 0.248389 -0.0501 -0.3616 0.1796
C 4.836755 1.355463 1.572045 0.6544 -0.7770 -0.2486
H 5.170020 2.206019 2.167414 -0.0836 -0.1883 -0.3155
H 5.519029 -0.373943 2.845165 -0.5192 0.2022 -0.6046
H 3.693142 -0.322683 -1.146017 0.0643 0.1537 0.4022
H 4.190982 2.271906 -0.370338 -0.1863 -0.2118 0.1254
Fe 2.900668 0.444464 1.567704 -1.1752 0.3245 0.5658
Si -0.823626 1.024779 -2.580262 -2.5097 -1.2618 -0.9159
C -2.132152 -0.354106 -2.565501 -0.4110 0.5532 -0.9157
C -3.384094 0.025394 -2.088842 -0.7385 -0.7719 0.3697
H -3.537256 1.037212 -1.708512 -0.0513 -0.2524 -0.0231
C -4.464201 -0.871378 -2.108751 0.0142 0.1067 -0.0954
H -5.432275 -0.539421 -1.731843 0.1722 -0.1138 -0.0871
C -4.327453 -2.152700 -2.659262 0.5667 0.3870 -0.3113
H -5.192531 -2.823376 -2.763463 0.5084 0.3017 0.2245
C -3.073106 -2.509905 -3.184637 -0.0629 0.2024 0.0108
H -2.933624 -3.486533 -3.645250 -0.0700 0.1579 0.0664
C -1.996604 -1.608707 -3.158450 -0.5375 -0.1613 0.4312
H -1.040824 -1.854925 -3.604195 -0.0105 -0.2890 -0.0373
C -1.847621 2.481764 -3.297289 0.1223 0.8097 0.0795
C -2.184285 2.644086 -4.668631 0.0088 0.1685 0.5667
H -1.703189 2.002418 -5.427645 -0.5009 0.3637 0.3893
C -3.095636 3.652351 -5.048306 0.3237 -0.2662 -0.2860
H -3.357339 3.753902 -6.102201 0.1340 -0.0704 0.2101
C -3.669058 4.546065 -4.134639 0.2361 -0.5741 0.3152
H -4.379245 5.319197 -4.437912 0.2924 -0.3220 -0.0781
C -3.325915 4.412186 -2.793094 0.3713 -0.2382 0.2054
H -3.744048 5.092436 -2.037777 0.2514 -0.3517 -0.3655
C -2.419225 3.406438 -2.403777 0.0379 0.1976 0.4071
H -2.112320 3.353699 -1.347744 -0.3416 0.0473 -0.5009
H 0.133417 0.475271 -3.565288 0.2976 0.2432 0.1686
Si -2.065265 -0.053480 1.513882 3.4515 -0.1435 -1.0969
C -1.149033 1.238163 0.432625 -0.6902 0.6280 -0.0003
C -0.309366 0.791301 -0.713899 -0.2252 -0.8951 -0.6705
H -0.065415 -0.286081 -0.771454 -0.1523 0.4716 0.1316
C 0.738047 1.657749 -1.198859 2.4946 2.7119 0.8651
H 1.398834 1.387113 -2.034609 -0.0748 -0.2704 0.7526
C 0.981009 2.907059 -0.585237 -0.1687 -1.4714 -1.1046
H 1.844097 3.489697 -0.913318 -0.3622 -0.0606 0.1565
C 0.120908 3.334090 0.409131 0.6642 1.0534 0.3954
H 0.414404 4.226104 0.971889 -0.5387 -0.1455 -0.2769
C -0.969156 2.549995 0.828616 -0.2703 -0.6354 0.5034
H -1.621084 3.008956 1.576418 0.1681 -0.3626 0.0450
C -1.618707 -1.707418 0.814195 -0.4271 -0.0103 0.0440
C -0.283292 -2.153848 0.654091 -0.9805 -0.2663 -0.0293
H 0.533634 -1.573257 1.124336 -0.3782 -0.4553 -0.7110
C -0.074810 -3.363795 -0.016095 0.3541 0.5642 0.3006
H 0.965471 -3.618456 -0.212783 -0.2655 -0.3673 0.0109
C -1.150856 -4.173453 -0.407799 0.1106 0.6959 0.2248
H -0.965802 -5.111217 -0.928314 -0.1128 0.1728 0.1666
C -2.444389 -3.747006 -0.115042 -0.2687 -0.5152 -0.1492
H -3.290312 -4.378753 -0.344678 -0.0014 -0.1765 -0.1544
C -2.700053 -2.513583 0.470226 0.8465 -0.2378 -0.0561
H -3.711101 -2.183720 0.716799 0.1757 -0.2145 -0.3346
H -3.398774 -0.001758 1.997226 -0.9810 0.4306 0.3176
Cl -0.633817 -0.211383 3.059373 -0.3218 0.6453 0.9124
C 3.786543 -3.661084 5.983852 0.1619 -0.1126 0.1509
O 4.231792 -2.340210 5.580551 -0.6978 -0.3793 -0.1881
C 3.370540 -1.745721 4.726117 -0.4189 -0.1049 -0.6828
O 2.357388 -2.258466 4.271976 1.1610 0.8073 0.6324
N 3.840793 -0.482758 4.388184 -1.1861 -0.2902 0.6179
N 2.837479 0.344530 3.722687 -0.3714 -0.0293 1.2275
H 4.559197 -4.021794 6.661594 -0.0776 0.0888 -0.0416
H 3.711189 -4.346159 5.129508 -0.0279 0.3871 0.1477
H 2.820444 -3.615363 6.508082 0.3366 0.0970 -0.2812
H 4.417880 -0.031296 5.099714 -0.4142 -0.1193 -0.3679
H 1.939737 0.125940 4.191651 0.4362 0.1900 -0.3449
H 3.077686 1.316568 3.957671 -0.1432 -0.5250 -0.0915
```
Forces are in eV/Å.

For the largest force on an atom, the calculation gives 3.78 eV Å⁻¹. The multiplicity is 5. As for the total energy: -102418.2922 eV. As for the orbital gap (spin up / spin down): 0.225 / 0.235 hartree.